Formula: C15H30BeCaClCsF4N4O11S
Source: the OMol25 dataset
Level of theory: ωB97M-V/def2-TZVPD

Calculated values
Total charge: +2
HOMO level (eV): -11.956

Geometry as XYZ:
```
69
C15H30BeCaClCsF4N4O11S, DFT ωB97M-V/def2-TZVPD
C -2.109 -2.185 5.824
C -1.017 -1.248 5.317
C -0.852 -1.012 3.814
Cl -2.164 -1.909 2.843
N 0.377 -1.228 3.191
S 0.967 -2.653 3.401
O 0.035 -3.651 3.812
O 1.802 -2.959 2.228
C 2.323 -2.586 4.709
F 2.671 -1.326 4.800
F 3.348 -3.305 4.305
F 1.896 -3.052 5.857
H -3.104 -1.761 5.774
H -1.909 -2.357 6.872
H -2.040 -3.158 5.375
H -0.087 -1.562 5.763
H -1.244 -0.280 5.739
H -1.086 0.025 3.630
Be -4.517 -2.257 1.353
N 2.406 1.069 6.655
O 2.336 0.741 7.827
O 3.468 1.410 6.149
O 1.383 1.045 5.950
Cs -3.659 -3.862 3.347
O 3.126 -2.653 -0.546
H 2.281 -2.640 -1.007
H 2.823 -2.926 0.321
C -0.245 -3.187 -2.622
O -1.636 -3.517 -2.626
C -2.018 -4.269 -3.666
O -1.301 -4.644 -4.548
O -3.316 -4.513 -3.543
C -3.863 -5.322 -4.598
H -0.086 -2.591 -1.724
H 0.367 -4.083 -2.568
H 0.017 -2.614 -3.512
H -3.382 -6.296 -4.620
H -3.746 -4.828 -5.559
H -4.917 -5.438 -4.369
F 0.687 -3.079 0.703
C 0.693 0.896 -0.189
O -0.096 -0.014 -0.066
N 1.896 1.118 0.252
C 2.649 2.333 -0.045
C 2.525 0.077 1.098
H 0.329 1.765 -0.825
H 3.567 2.077 -0.568
H 2.896 2.847 0.882
H 2.064 3.008 -0.678
H 2.597 -0.855 0.539
H 1.911 -0.087 1.982
H 3.516 0.420 1.377
Ca -1.021 2.338 -1.640
C -1.855 6.890 -1.201
O -0.894 5.988 -1.804
H -2.822 6.675 -1.643
H -1.908 6.746 -0.122
H -1.586 7.922 -1.417
H -0.037 6.201 -1.422
N 0.746 4.581 -7.404
C 0.697 5.466 -6.367
C -0.116 4.936 -5.402
C -0.566 3.672 -5.895
C -0.010 3.484 -7.133
H 1.265 4.722 -8.253
H 1.235 6.396 -6.404
H -0.364 5.405 -4.463
H -1.233 2.975 -5.405
H -0.095 2.673 -7.834
```

Here are the Mulliken charges for atoms 1 to 5, given in e:
1. C -1.408
2. C -0.373
3. C -0.279
4. Cl -0.248
5. N -0.355